Entry 1:
Density functional theory data (wB97M-V/def2-TZVPD) for one molecule with the formula C2H4N4O in a non-equilibrium geometry.

SMILES	NC1=N[NH2+]C([O-])=N1
E_HOMO	-9.3	eV
ΔE to the lowest compared entry with this formula, charge and spin	140.4	kJ/mol
electronic energy	-372.84686	hartree
M	100.081	Da
frontier orbital gap	10.0	eV

XYZ file:
```
11
C2H4N4O, DFT wB97M-V/def2-TZVPD
N 2.100 0.326 -0.020
C 0.768 0.104 0.010
N 0.239 -0.929 0.669
N -1.150 -0.761 0.339
C -1.267 0.598 -0.379
O -2.413 0.992 -0.354
N -0.042 1.008 -0.625
H 2.748 -0.399 0.243
H 2.426 1.072 -0.614
H -1.467 -1.557 -0.218
H -1.941 -0.453 0.950
```

Entry 2:
Density functional theory data (wB97M-V/def2-TZVPD) for C49H40Cl2CuN2O2P2Si as an isolated structure.

multiplicity	2
E_HOMO (spin up / spin down)	-6.6 / -7.3	eV
ΔE to the lowest compared entry with this formula, charge and spin	148.5	kJ/mol
electronic energy	-5684.32789	hartree
M	913.357	Da
frontier orbital gap (spin up / spin down)	6.8 / 6.7	eV
expectation value of S²	0.758

XYZ file:
```
99
C49H40Cl2CuN2O2P2Si, DFT wB97M-V/def2-TZVPD
Cu 1.369 0.831 0.201
C 2.063 -1.463 2.570
Si 0.532 -1.147 1.443
C 0.219 -3.026 1.070
C -0.176 -3.925 2.068
C -0.129 -5.292 1.861
C 0.322 -5.807 0.651
C 0.680 -4.945 -0.368
C 0.622 -3.566 -0.164
P 0.911 -2.310 -1.433
C -0.276 -2.931 -2.689
C -1.618 -2.887 -2.302
C -2.615 -3.330 -3.153
C -2.287 -3.801 -4.419
C -0.961 -3.837 -4.816
C 0.044 -3.410 -3.955
C 2.567 -2.655 -2.117
C 3.502 -3.372 -1.368
C 4.810 -3.506 -1.813
C 5.204 -2.927 -3.010
C 4.288 -2.194 -3.751
C 2.985 -2.043 -3.302
C -0.856 -0.632 2.694
C -0.767 -1.092 4.016
C -1.641 -0.663 5.003
C -2.629 0.260 4.695
C -2.750 0.722 3.395
C -1.879 0.282 2.396
P -2.046 0.826 0.651
C -1.477 2.576 0.747
C -1.408 3.301 -0.448
C -0.885 4.584 -0.477
C -0.419 5.174 0.692
C -0.507 4.478 1.887
C -1.031 3.191 1.913
C -3.882 1.025 0.571
C -4.565 2.234 0.482
C -5.952 2.253 0.392
C -6.671 1.068 0.393
C -5.999 -0.145 0.478
C -4.616 -0.164 0.557
H 1.851 -2.265 3.281
H 2.382 -0.583 3.129
H 2.905 -1.790 1.954
H -0.538 -3.549 3.018
H -0.443 -5.967 2.648
H 0.379 -6.879 0.508
H 1.003 -5.337 -1.326
H -1.869 -2.495 -1.322
H -3.651 -3.295 -2.840
H -3.065 -4.140 -5.091
H -0.704 -4.205 -5.802
H 1.077 -3.477 -4.270
H 3.201 -3.829 -0.434
H 5.526 -4.061 -1.218
H 6.223 -3.038 -3.359
H 4.595 -1.730 -4.680
H 2.291 -1.434 -3.868
H 0.010 -1.798 4.283
H -1.549 -1.047 6.012
H -3.301 0.617 5.466
H -3.530 1.434 3.153
H -1.780 2.857 -1.362
H -0.832 5.118 -1.418
H -0.001 6.173 0.669
H -0.166 4.935 2.809
H -1.099 2.670 2.858
H -4.020 3.168 0.494
H -6.473 3.200 0.328
H -7.751 1.088 0.321
H -6.556 -1.073 0.480
H -4.087 -1.109 0.617
Cl 1.046 3.425 -6.752
C 0.849 2.687 -5.188
C -0.382 2.087 -4.871
C -0.562 1.502 -3.649
Cl -2.111 0.835 -3.266
C 0.488 1.409 -2.670
O 0.335 0.740 -1.601
C 1.705 2.073 -3.026
C 2.792 2.143 -2.115
O 2.883 1.622 -1.001
C 1.859 2.707 -4.277
H -1.187 2.098 -5.592
H 3.652 2.743 -2.460
H 2.795 3.202 -4.511
N 3.189 4.443 4.933
C 2.802 3.583 3.952
C 3.422 3.578 2.697
C 2.969 2.718 1.724
N 1.944 1.868 1.898
C 1.360 1.869 3.102
C 1.748 2.682 4.140
H 4.015 4.998 4.815
H 2.820 4.346 5.861
H 4.251 4.242 2.490
H 3.445 2.691 0.754
H 0.532 1.188 3.239
H 1.235 2.627 5.092
```

Entry 3:
Density functional theory data (wB97M-V/def2-TZVPD) for a 13-piece molecular cluster, C13H52N26O13 overall in a non-equilibrium geometry.

E_HOMO	-8.1	eV
ΔE to the lowest compared entry with this formula, charge and spin	401.5	kJ/mol
electronic energy	-2928.81955	hartree
M	780.728	Da
frontier orbital gap	7.7	eV

XYZ file:
```
104
C13H52N26O13, DFT wB97M-V/def2-TZVPD
C 0.432 0.293 -0.999
O 0.217 -0.416 -1.987
N 1.559 0.280 -0.262
N -0.365 1.366 -0.744
H 1.657 0.857 0.557
H 2.191 -0.469 -0.497
H -0.132 2.166 -0.178
H -1.308 1.171 -1.054
C -2.133 -4.269 0.542
O -3.122 -4.236 -0.171
N -1.022 -3.696 0.085
N -1.911 -4.942 1.701
H -1.215 -3.148 -0.742
H -0.101 -3.694 0.498
H -1.012 -4.844 2.145
H -2.459 -5.750 1.945
C -3.901 1.930 1.325
O -4.587 2.059 0.324
N -2.842 1.106 1.427
N -3.924 2.818 2.333
H -2.331 0.872 0.593
H -2.482 0.965 2.354
H -3.207 2.876 3.034
H -4.507 3.626 2.186
C 3.453 0.832 4.271
O 3.392 0.455 3.108
N 4.543 1.213 4.999
N 2.375 0.719 5.080
H 5.445 1.215 4.552
H 4.439 1.336 5.987
H 2.489 0.962 6.047
H 1.571 0.211 4.733
C -0.391 5.417 0.780
O -0.211 4.852 -0.290
N -0.374 6.766 0.896
N -0.644 4.757 1.911
H -0.117 7.231 0.040
H -0.485 7.289 1.744
H -0.457 3.767 1.871
H -0.511 5.319 2.735
C -3.557 4.766 -1.866
O -2.983 5.770 -2.264
N -4.867 4.536 -2.082
N -2.974 3.751 -1.159
H -5.235 3.638 -1.818
H -5.390 5.310 -2.453
H -3.304 2.864 -0.821
H -2.022 4.072 -1.047
C 1.946 -4.162 2.100
O 0.881 -3.594 2.303
N 2.879 -3.832 1.189
N 2.324 -5.358 2.690
H 2.954 -3.024 0.596
H 3.581 -4.546 1.188
H 3.055 -5.867 2.234
H 1.556 -5.769 3.195
C -1.107 -3.206 -4.069
O -1.443 -2.374 -4.911
N -0.246 -2.968 -3.079
N -1.623 -4.447 -4.077
H 0.024 -3.586 -2.332
H 0.100 -2.008 -2.974
H -2.381 -4.633 -4.711
H -1.507 -5.092 -3.314
C 4.773 -1.170 0.389
O 5.482 -1.907 -0.313
N 4.317 0.025 -0.024
N 4.470 -1.462 1.665
H 4.374 0.273 -0.997
H 3.589 0.469 0.513
H 4.134 -0.776 2.342
H 4.696 -2.341 2.094
C 3.145 -3.892 -2.225
O 2.776 -3.121 -1.356
N 2.406 -4.236 -3.268
N 4.284 -4.634 -2.151
H 1.559 -3.699 -3.445
H 2.876 -4.720 -4.013
H 4.473 -5.357 -2.821
H 5.039 -4.298 -1.572
C -2.813 -0.134 -2.510
O -2.933 0.985 -1.970
N -3.238 -1.324 -2.042
N -2.262 -0.161 -3.734
H -3.599 -1.414 -1.106
H -3.402 -2.082 -2.682
H -1.825 0.683 -4.071
H -2.047 -1.033 -4.200
C -0.714 2.037 3.796
O 0.248 2.354 3.075
N -1.181 0.816 4.072
N -1.380 2.973 4.495
H -1.824 0.680 4.833
H -0.813 -0.014 3.639
H -1.037 3.917 4.488
H -2.043 2.630 5.168
C 0.130 2.941 -4.344
O 0.311 3.665 -5.312
N 0.121 1.574 -4.444
N -0.266 3.320 -3.121
H 0.110 1.061 -3.576
H 0.315 1.132 -5.324
H -0.535 2.495 -2.607
H -0.392 4.240 -2.736
```

Entry 4:
Density functional theory data (wB97M-V/def2-TZVPD) for a 2-piece molecular cluster, C2H4FNOS overall in a non-equilibrium geometry.

E_HOMO (spin up / spin down)	-9.6 / -9.6	eV
ΔE to the lowest compared entry with this formula, charge and spin	400.0	kJ/mol
electronic energy	-706.48703	hartree
M	109.125	Da
frontier orbital gap (spin up / spin down)	8.8 / 8.8	eV

XYZ file:
```
10
C2H4FNOS, DFT wB97M-V/def2-TZVPD
C 0.199 0.583 -0.287
C -0.311 -1.417 0.960
N -0.433 -0.388 0.096
O 1.482 2.550 -0.928
F -2.174 -0.415 -0.375
S 0.045 1.820 -1.402
H 2.070 2.402 -1.706
H 0.826 -1.442 1.296
H -1.045 -1.217 1.721
H -0.658 -2.476 0.625
```

Entry 5:
Density functional theory data (wB97M-V/def2-TZVPD) for a 13-piece molecular cluster, C4H34NO13S overall in a non-equilibrium geometry.

total charge	-1
E_HOMO	-6.2	eV
ΔE to the lowest compared entry with this formula, charge and spin	0.0	kJ/mol
electronic energy	-1603.93742	hartree
M	336.377	Da
frontier orbital gap	8.7	eV

XYZ file:
```
53
C4H34NO13S, DFT wB97M-V/def2-TZVPD
C 2.461 2.065 -0.995
C 2.956 0.692 -0.591
C 2.105 -0.376 -1.211
S 2.164 -0.427 -3.088
N 2.812 0.546 0.916
C 1.592 1.082 1.615
O 0.417 0.502 1.199
H 2.936 2.922 -0.455
H 2.733 2.280 -2.053
H 1.360 2.089 -1.005
H 4.012 0.475 -0.839
H 2.508 -1.350 -0.941
H 1.016 -0.327 -1.054
H 1.477 0.648 -3.500
H 3.606 0.836 1.471
H 1.823 0.645 2.611
H 1.504 2.157 1.953
H -1.881 -0.544 -0.679
H -2.331 1.043 -0.930
O -2.279 0.144 -1.276
H -1.371 -1.798 2.551
H -1.457 -2.914 1.651
O -1.335 -2.782 2.602
H 4.268 -2.541 2.023
H 3.333 -2.443 0.774
O 3.978 -2.996 1.230
H -2.126 2.685 -3.661
H -1.728 1.284 -3.143
O -1.391 2.203 -3.271
H -2.451 4.768 0.918
H -0.999 4.307 0.767
O -1.549 5.079 1.038
H 0.505 -2.651 2.770
H 1.298 -1.400 2.270
O 1.399 -2.351 2.467
H -0.353 -2.163 -0.296
H -0.255 -0.755 0.487
O -0.873 -1.461 0.141
H -0.327 1.682 0.806
H -0.566 2.811 -0.307
O -0.816 2.584 0.595
H -2.199 0.633 2.653
H -0.715 0.221 2.169
O -1.545 -0.065 2.702
H -3.710 -0.613 -1.525
H -3.722 -1.988 -0.850
O -4.318 -1.390 -1.344
H 0.579 -4.278 0.186
H 1.189 -2.992 0.879
O 0.951 -3.410 0.013
H -5.426 0.743 -1.348
H -5.018 1.070 0.080
O -5.581 1.391 -0.633
```

Entry 6:
Density functional theory data (wB97M-V/def2-TZVPD) for a 2-piece molecular cluster, C10H16INO2 overall in a non-equilibrium geometry.

SMILES	CC1(C)C(=O)[C@]1(C)I.CCCN=C=O
E_HOMO	-8.9	eV
ΔE to the lowest compared entry with this formula, charge and spin	129.1	kJ/mol
electronic energy	-893.45099	hartree
M	309.147	Da
frontier orbital gap	8.7	eV

XYZ file:
```
30
C10H16INO2, DFT wB97M-V/def2-TZVPD
C -3.568 0.075 1.315
C -2.524 -0.572 0.401
C -2.916 -1.921 -0.113
C -1.027 -0.352 0.543
O -0.116 -0.459 1.286
C -1.700 0.269 -0.624
C -1.389 -0.078 -2.037
I -1.482 2.400 -0.384
H -3.177 1.051 1.520
H -3.553 -0.438 2.257
H -4.471 0.119 0.677
H -3.675 -1.976 -0.840
H -3.145 -2.636 0.690
H -2.074 -2.572 -0.478
H -2.252 0.204 -2.759
H -0.980 -1.132 -2.160
H -0.496 0.570 -2.410
C 3.618 2.228 0.887
C 2.998 0.844 0.838
C 2.984 0.344 -0.665
N 2.439 -1.000 -0.774
C 1.886 -1.950 -0.287
O 1.465 -3.047 -0.197
H 4.473 2.236 0.261
H 2.738 2.859 0.567
H 3.690 2.555 1.852
H 1.999 0.890 1.332
H 3.614 0.261 1.458
H 2.605 1.037 -1.363
H 4.035 0.190 -0.795
```